The following is a DFT calculation (the ωB97M-V functional and the def2-TZVPD basis) of CHAs2Cl3F12Na as an isolated structure.

- E_HOMO (eV) = -9.8
- Kohn-Sham gap (eV) = 11.73
- lowest unoccupied orbital energy (eV) = 1.98
- net charge = -1

Each line ends with the Mulliken charge.
Atoms and positions in Å:
Na 0.3353 0.0620 -0.1397  1.12
As 0.8863 2.7704 0.0287  2.04
F 1.9278 1.3600 -0.0152  -0.54
F 2.2953 3.8460 -0.2233  -0.51
F -0.1778 4.2460 0.0731  -0.51
F -0.4832 1.5799 0.2364  -0.53
F 1.0245 2.7837 1.7813  -0.47
F 0.6105 2.6236 -1.7687  -0.50
As -2.5208 -0.9185 0.0719  2.02
F -0.9533 -0.2326 0.6111  -0.60
F -3.3312 0.1022 1.3708  -0.50
F -4.1699 -1.4902 -0.4406  -0.51
F -1.8285 -1.7837 -1.3586  -0.49
F -2.3214 -2.3231 1.1970  -0.50
F -2.6435 0.5149 -1.0815  -0.48
C 2.2142 -2.7111 -0.0617  0.08
Cl 3.0179 -1.9605 1.3522  -0.13
Cl 3.3620 -3.4019 -1.2384  -0.13
Cl 1.0683 -1.4983 -0.7519  -0.16
H 1.6874 -3.5687 0.3569  0.31

The following is a DFT calculation (the ωB97M-V functional and the def2-TZVPD basis) of C6H12NO as an isolated structure.

- energy relative to the best compared isomer or geometry (same formula, charge and spin) (kJ/mol) = 352.9
- E_HOMO (eV) = -1.2
- Kohn-Sham gap (eV) = 5.23
- lowest unoccupied orbital energy (eV) = 3.99
- net charge = -1

Each line ends with the Mulliken charge.
Atoms and positions in Å:
C 0.5643 -1.5129 -1.5859  -0.88
N 0.1525 -1.2603 -0.2125  -0.41
C 0.7229 -0.0242 0.2967  -0.34
C 0.0319 1.1741 -0.2407  -0.81
C -1.1903 1.1633 -0.9305  0.12
C -1.7628 2.1643 -1.6610  -1.06
C 0.7383 -0.1386 1.8712  0.11
O 0.8593 -1.2703 2.3476  -0.63
H 1.6440 -1.3666 -1.7113  0.32
H 0.2397 -2.5151 -1.8775  0.34
H 0.0347 -0.8202 -2.2467  0.23
H 0.5278 -1.9406 0.4466  0.25
H 1.7922 0.0825 0.0408  0.37
H -1.3228 0.1981 1.7692  0.54
H 0.3805 2.1611 0.0592  0.27
H -1.7497 0.2386 -0.9829  0.41
H -2.5952 1.9558 -2.3257  0.22
H -1.6102 3.2318 -1.5301  0.24
H -0.5548 0.2538 2.0186  -0.63
H 1.4030 0.6318 2.3345  0.34

The following is a DFT calculation (the ωB97M-V functional and the def2-TZVPD basis) of a 2-piece molecular cluster, C9H14 overall.

- <S²> = 0.7595
- spin multiplicity = 2
- energy relative to the best compared isomer or geometry (same formula, charge and spin) (kJ/mol) = 43.0
- E_HOMO (spin up / spin down) (eV) = 1.1 / -3.3
- Kohn-Sham gap (spin up / spin down) (eV) = 2.52 / 6.83
- lowest unoccupied orbital energy (spin up / spin down) (eV) = 3.62 / 3.50
- net charge = -1

Each line ends with the Mulliken charge.
Atoms and positions in Å:
C -3.5215 0.3294 -1.9940  -0.95
C -2.0547 -0.0540 -1.6659  -0.80
H -3.7588 -0.0138 -2.9796  0.26
H -4.2128 -0.0776 -1.2686  0.33
H -3.6367 1.4043 -2.1047  0.28
H -1.5283 -0.5673 -2.4845  0.44
H -1.4288 0.7971 -1.3853  0.28
H -2.0300 -0.6192 -0.7473  0.03
C 0.1632 -1.8305 0.6141  -1.18
C 2.3353 -0.6359 0.3763  -0.36
C 1.0811 -0.7016 0.9497  0.61
C 3.1478 0.4800 0.4706  -0.68
C 2.7110 1.5971 1.2764  -0.46
C 0.6516 0.4198 1.7524  -0.56
C 1.4821 1.5246 1.9084  -0.43
H 2.6129 -1.4486 -0.2762  0.26
H 4.1288 0.5447 -0.0240  0.32
H 0.7345 -2.7105 0.3097  0.42
H -0.5424 -1.5969 -0.2161  0.00
H 3.3529 2.4786 1.3283  0.35
H -0.3511 0.4084 2.1980  0.26
H 1.1905 2.3702 2.5386  0.29
H -0.5268 -2.0983 1.4235  0.30

The following is a DFT calculation (the ωB97M-V functional and the def2-TZVPD basis) of a 2-piece molecular cluster, C21H41F3N5O5SSi overall.

- E_HOMO (eV) = -12.1
- Kohn-Sham gap (eV) = 9.57
- lowest unoccupied orbital energy (eV) = -2.49
- net charge = +1

Each line ends with the Mulliken charge.
Atoms and positions in Å:
C -3.6573 -2.8075 -1.1928  -1.08
C -4.1730 -1.4830 -1.7577  0.41
S -3.0220 -0.7657 -2.9653  -0.18
C -2.4284 0.7533 -2.1675  -0.68
N -2.3870 0.7317 -0.7184  -0.36
C -3.1872 1.3393 0.1622  0.62
C -4.3314 2.2342 -0.1410  -0.85
C -5.6411 1.4834 -0.3965  -0.80
O -5.7982 1.0594 -1.7373  -0.48
N -2.8490 1.0417 1.4013  -0.52
C -1.7835 0.2298 1.3260  -0.14
N -1.1822 -0.2842 2.4191  0.79
C -0.0024 -1.1374 2.4471  -1.80
C 1.2849 -0.4594 2.0240  0.10
O 1.8491 0.1816 3.1459  -0.36
Si 3.1078 1.2644 2.9171  0.40
C 4.2848 1.1911 4.3458  -1.15
C 2.4622 3.0063 2.7257  -1.08
C 4.0526 0.8691 1.3424  -1.02
N -1.8096 0.0226 3.6321  0.01
C -2.5374 -1.1085 4.2114  -1.00
C -0.9325 0.7217 4.5263  0.61
C -0.6654 2.1400 4.1628  -0.89
O -0.5163 0.1984 5.5203  -0.55
N -1.4570 0.0149 0.0211  1.08
C -0.4514 -0.7596 -0.7047  -0.74
C 0.6669 0.0921 -1.3313  -1.52
H -3.1009 -2.6352 -0.2733  0.18
H -4.4846 -3.4770 -0.9745  0.39
H -3.0051 -3.3061 -1.9046  0.31
H -5.1090 -1.6160 -2.2904  0.55
H -4.3537 -0.7665 -0.9622  -0.56
H -1.4264 0.9252 -2.5482  0.38
H -3.0312 1.6163 -2.4293  0.52
H -4.4492 2.8537 0.7436  0.43
H -4.0940 2.8841 -0.9823  0.40
H -5.6828 0.5928 0.2245  0.44
H -6.4616 2.1426 -0.1140  0.39
H -5.7463 1.8271 -2.3148  0.33
H -0.1759 -2.0405 1.8608  0.49
H 0.1231 -1.4728 3.4739  0.61
H 1.0689 0.2824 1.2530  0.09
H 1.9639 -1.2148 1.6242  0.38
H 4.6778 0.1895 4.5023  0.33
H 3.8806 1.5920 5.2713  0.33
H 5.1283 1.8223 4.0601  0.34
H 1.7709 3.0716 1.8864  0.30
H 1.9612 3.3254 3.6385  0.31
H 3.2949 3.6882 2.5640  0.43
H 3.5198 1.2887 0.4869  0.22
H 4.2212 -0.1904 1.1671  0.35
H 5.0047 1.3937 1.3889  0.46
H -2.1563 -2.0683 3.8684  0.35
H -3.5871 -1.0392 3.9311  0.30
H -2.4729 -1.0743 5.2917  0.35
H -0.7102 2.3184 3.0931  0.21
H -1.4121 2.7532 4.6641  0.43
H 0.3090 2.4051 4.5636  0.12
H -0.0493 -1.5364 -0.0736  0.39
H -0.9876 -1.2744 -1.4975  0.36
H 0.5590 1.1451 -1.0856  0.45
H 0.6773 -0.0323 -2.4115  0.54
H 1.6356 -0.2556 -0.9848  0.29
C 3.3431 -3.6755 -5.5839  -1.10
C 2.9267 -2.2988 -6.0495  -0.23
O 3.2390 -1.2865 -5.0624  -0.30
C 4.5021 -0.8860 -5.0357  0.31
O 5.3976 -1.2565 -5.7286  -0.50
C 4.6736 0.2118 -3.9651  0.92
F 4.0822 -0.1388 -2.8122  -0.24
F 4.1043 1.3481 -4.3873  -0.26
F 5.9545 0.4361 -3.7300  -0.24
H 2.8834 -3.9097 -4.6231  0.29
H 3.0280 -4.4214 -6.3121  0.38
H 4.4236 -3.7430 -5.4703  0.33
H 1.8484 -2.2356 -6.1745  0.32
H 3.3973 -2.0315 -6.9939  0.33

The following is a DFT calculation (the ωB97M-V functional and the def2-TZVPD basis) of a 2-piece molecular cluster, C21H51N6O8P2S overall.

- energy relative to the best compared isomer or geometry (same formula, charge and spin) (kJ/mol) = 0.0
- E_HOMO (eV) = -11.2
- Kohn-Sham gap (eV) = 6.67
- lowest unoccupied orbital energy (eV) = -4.53
- net charge = +1

Each line ends with the Mulliken charge.
Atoms and positions in Å:
C 4.4836 5.3951 4.5529  -1.16
C 3.6263 4.3300 3.8052  0.18
O 3.1394 4.8461 2.5701  -0.40
C 2.0216 4.0810 2.1025  -0.09
C 2.0945 3.8293 0.5852  -0.62
O 2.0877 2.4476 0.1572  -0.24
N 1.1667 1.6426 0.8634  0.62
C 1.5506 0.3044 0.5158  -1.48
N 0.8061 -0.3123 -0.4858  2.71
C -0.0276 -1.4806 -0.0837  -0.94
C 0.1782 -2.7935 -0.8882  -0.48
C -0.4851 -3.9529 -0.0647  -0.74
C -2.0416 -3.8934 -0.1866  -0.38
N -2.7906 -3.9684 1.0779  0.21
C -2.3364 -5.0471 1.9644  -1.12
C -2.8942 -2.7118 1.7168  0.56
C -2.3839 -2.4409 3.1481  -1.19
O -3.4316 -1.8044 1.1518  -0.44
C 1.4902 -0.4053 -1.7826  -1.80
N 0.5297 -0.3982 -2.8914  -0.10
C 1.1446 -1.0505 -4.0711  -0.96
N 2.5859 -0.1734 1.1278  0.26
C 3.3315 0.5564 2.1640  -0.74
S 5.0126 1.1104 1.6383  -0.16
C 5.0749 1.1203 -0.1856  0.42
C 6.5439 1.0982 -0.6874  -1.43
P 3.2364 -1.8054 0.7563  0.78
O 4.3211 -2.1641 1.6749  -0.72
P -0.4932 1.9206 0.4725  0.62
O -1.3799 0.9188 1.0729  -0.73
O -0.7405 2.0038 -1.1148  -0.55
O -0.9684 3.3547 1.0392  -0.55
H 4.5986 6.3167 3.9650  0.30
H 5.4548 4.9950 4.8779  0.33
H 3.9535 5.6824 5.4787  0.28
H 2.7954 4.0782 4.4951  0.32
H 4.2410 3.4176 3.6548  -0.01
H 1.1227 4.6940 2.3101  0.21
H 1.9581 3.1784 2.7292  0.31
H 3.0435 4.2617 0.2267  0.40
H 1.2824 4.3564 0.0507  0.23
H 0.2059 -1.7168 0.9776  0.29
H -1.1031 -1.2298 -0.0763  -0.15
H -0.2984 -2.6840 -1.8743  0.28
H 1.2382 -3.0826 -1.0023  0.45
H -0.0982 -3.8663 0.9646  0.33
H -0.1286 -4.9113 -0.4810  0.49
H -2.3618 -2.9691 -0.6988  -0.35
H -2.4035 -4.7161 -0.8301  0.46
H -3.0588 -5.1214 2.7931  0.38
H -2.2960 -6.0294 1.4715  0.29
H -1.3501 -4.8634 2.4359  0.37
H -2.8325 -1.5116 3.5245  0.31
H -1.2844 -2.3663 3.1598  0.20
H -2.7330 -3.2358 3.8300  0.46
H 2.0879 0.5306 -1.8959  0.65
H 2.2178 -1.2246 -1.8912  0.46
H 0.3912 0.5738 -3.1555  0.36
H 0.9171 -2.1282 -4.0953  0.25
H 2.2510 -0.9471 -4.0582  0.32
H 0.7974 -0.5631 -4.9938  0.39
H 3.5114 -0.1669 2.9803  0.62
H 2.7797 1.3910 2.6076  0.50
H 4.6474 2.0713 -0.5409  0.14
H 4.5600 0.2789 -0.6766  -0.15
H 7.0502 0.1471 -0.4611  0.36
H 6.5875 1.2736 -1.7756  0.39
H 7.1495 1.8983 -0.2291  0.39
H 2.1672 -2.6998 0.9623  -0.07
H 3.7643 -1.8258 -0.5591  0.13
H -1.5491 1.4761 -1.2709  0.23
H -1.6314 3.2034 1.7335  0.35
C -4.7920 -1.5412 -2.5830  -1.13
C -4.8549 -0.2558 -1.7647  0.63
C -6.1451 0.5497 -1.9791  -0.92
O -6.1884 1.2769 -3.1949  -0.39
C -6.5806 0.5207 -4.3282  -0.63
N -3.6614 0.5502 -2.0545  -0.43
H -4.5751 -1.3557 -3.6357  0.32
H -4.0000 -2.1905 -2.2044  -0.04
H -5.7320 -2.0925 -2.5199  0.36
H -4.8226 -0.5449 -0.7101  0.14
H -6.2051 1.3030 -1.1881  0.37
H -7.0342 -0.0836 -1.8744  0.48
H -7.3214 -0.2426 -4.0759  0.29
H -5.7112 0.0602 -4.8033  0.22
H -7.0231 1.2073 -5.0503  0.26
H -3.6652 1.3574 -1.4325  0.40
H -3.7849 0.9591 -2.9792  0.21

The following is a DFT calculation (the ωB97M-V functional and the def2-TZVPD basis) of a 9-piece molecular cluster, C9H36O9 overall.

- energy relative to the best compared isomer or geometry (same formula, charge and spin) (kJ/mol) = 477.4
- E_HOMO (eV) = -9.7
- Kohn-Sham gap (eV) = 9.83
- lowest unoccupied orbital energy (eV) = 0.11

Each line ends with the Mulliken charge.
Atoms and positions in Å:
C -0.0900 -0.1816 0.3711  0.10
O -0.1978 1.2325 0.4303  -0.53
H 0.8454 -0.4571 0.8629  -0.13
H -0.8931 -0.7044 0.8928  0.08
H 0.0165 -0.5079 -0.6659  0.22
H -1.1142 1.4949 0.2467  0.22
C -3.5055 2.9394 0.4898  -0.71
O -2.9325 1.7063 0.0114  -0.36
H -2.7805 3.5103 1.0614  0.26
H -3.8335 3.5556 -0.3494  0.32
H -4.3649 2.6666 1.1057  0.27
H -3.4990 1.4085 -0.7056  0.24
C -1.3949 3.4168 -2.4825  -0.33
O -0.6307 4.4070 -3.1597  -0.54
H -2.4284 3.7714 -2.4422  0.23
H -1.4069 2.4478 -2.9908  0.23
H -1.0320 3.2208 -1.4720  0.10
H -0.1654 3.9730 -3.8782  0.31
C 2.1518 0.6194 -2.1804  -0.35
O 1.9767 -0.7820 -2.3240  -0.50
H 1.3232 1.1140 -2.6815  0.13
H 2.1681 0.9110 -1.1266  0.09
H 3.0825 0.9859 -2.6251  0.36
H 2.6767 -1.2540 -1.8617  0.25
C -0.5373 -2.0486 -4.4186  -0.53
O 0.2572 -2.7686 -3.4807  -0.52
H 0.0894 -1.2911 -4.8995  0.23
H -0.9667 -2.7361 -5.1411  0.26
H -1.3707 -1.5344 -3.9216  0.19
H 0.7353 -2.0927 -2.9769  0.42
C 3.1093 1.4550 2.0879  -0.31
O 2.2278 2.3826 1.4471  -0.54
H 3.1014 0.4971 1.5607  0.03
H 4.1063 1.8863 2.0653  0.31
H 2.7980 1.2863 3.1248  0.19
H 1.4313 1.8926 1.1914  0.31
C 4.4764 -2.5759 2.2952  -0.65
O 3.4971 -2.2232 1.3325  -0.42
H 4.5570 -1.8269 3.0889  0.26
H 4.2506 -3.5440 2.7570  0.26
H 5.4359 -2.6845 1.7948  0.26
H 2.6607 -2.1444 1.8140  0.35
C -0.0632 -1.9572 3.7876  -0.73
O 1.2154 -1.9189 3.1333  -0.49
H -0.5472 -0.9767 3.8189  0.28
H -0.7238 -2.6357 3.2565  0.25
H 0.0864 -2.2913 4.8170  0.33
H 1.7520 -1.3675 3.7145  0.25
C -3.9159 -1.8355 0.5051  -0.18
O -5.3234 -1.9909 0.5502  -0.54
H -3.4936 -1.7391 1.5182  0.23
H -3.4155 -2.6999 0.0791  0.30
H -3.6672 -0.8844 0.0305  -0.09
H -5.7345 -1.1267 0.5411  0.30